ORCA calculation (ωB97M-V with the def2-TZVPD basis set) on an isolated ion of composition C5H10N4O and charge +2 at a distorted geometry.

Calculated values
Spin multiplicity = 3
Total energy = -489.890302 hartree
Gap between HOMO and LUMO (spin up / spin down) = 0.3245 / 0.2465 Eh
Net charge = +2

Each line ends with the Mulliken charge.
Positions of all 20 atoms, in Å:
C  -1.636  1.655  -0.068  -0.04
C  0.356  0.764  -0.082  0.12
C  1.805  0.223  -0.059  0.41
C  -0.650  -1.397  1.143  -0.54
C  -0.877  -1.154  -1.184  -0.83
N  -1.866  0.413  0.038  -1.02
N  -0.241  1.896  -0.086  -0.06
N  2.850  1.100  0.109  -0.23
N  -0.690  -0.264  0.100  0.82
O  1.910  -0.960  0.071  -0.22
H  -2.237  2.553  -0.136  0.44
H  -1.527  -2.035  1.035  0.33
H  0.391  -1.674  1.271  0.35
H  -0.758  -0.899  2.220  0.38
H  -1.633  -1.803  -1.037  0.44
H  -1.179  -0.564  -1.957  0.48
H  0.049  -1.676  -1.631  0.30
H  0.355  2.706  -0.179  0.24
H  2.949  1.899  -0.526  0.31
H  3.744  0.753  0.436  0.32